Entry 1:
The following is a DFT calculation (wB97M-V/def2-TZVPD) of 4 unconnected molecules or ions with the total composition C28H39Cl2FN2O16PS5.

Properties
orbital gap	6.352	eV
electronic energy	-5756.0983	a.u.
HOMO energy	-0.193	Ha
total charge	-1

Each line ends with the Löwdin charge.
CARTESIAN COORDINATES (ANGSTROEM)
C1 -0.150 3.547 1.806  -0.137
C2 -0.137 2.741 0.506  -0.646
Cl1 -1.079 3.776 -0.686  0.579
C3 1.302 2.491 -0.063  -0.553
Cl2 1.240 2.299 -1.857  0.680
C4 2.051 1.283 0.566  -0.432
C5 2.542 1.552 2.053  -0.111
O1 3.756 2.291 2.078  -0.089
N1 3.507 3.656 2.134  -0.040
O2 4.231 4.242 1.418  0.060
O3 3.291 1.330 -0.144  -0.343
P1 4.004 -0.240 -0.435  0.476
F1 3.412 -0.436 -2.041  -0.368
O4 2.655 -1.006 0.304  -0.260
C6 1.550 -0.146 0.251  -0.362
C7 0.252 -0.698 0.846  -0.119
C8 -0.089 -0.276 2.283  -0.237
C9 -1.402 -0.973 2.683  -0.452
S1 -2.689 0.192 3.306  0.875
C10 -4.109 -0.372 2.358  -1.051
S2 -4.583 -1.908 2.510  0.778
N2 -4.665 0.632 1.494  -0.085
C11 -6.052 0.930 1.728  -0.218
C12 -6.762 0.561 2.848  -0.057
C13 -8.088 0.877 3.011  -0.095
C14 -8.732 1.615 2.052  -0.114
C15 -8.022 2.024 0.946  -0.096
C16 -6.711 1.681 0.765  -0.020
C17 -4.344 0.355 0.104  -0.270
C18 -4.708 -0.785 -0.586  -0.039
C19 -4.299 -0.926 -1.887  -0.086
C20 -3.544 0.015 -2.545  -0.080
C21 -3.213 1.166 -1.865  -0.081
C22 -3.619 1.313 -0.559  -0.052
H1 -1.138 4.005 1.895  0.061
H2 0.590 4.353 1.797  0.080
H3 -0.001 2.945 2.705  0.061
H4 -0.731 1.831 0.594  0.078
H5 1.859 3.412 0.109  0.091
H6 1.769 2.013 2.674  0.094
H7 2.777 0.564 2.454  0.129
H8 4.740 -0.003 0.788  -0.016
H9 4.685 -1.486 -0.608  -0.027
H10 5.072 0.499 -1.070  -0.011
H11 1.320 -0.099 -0.829  0.108
H12 0.383 -1.788 0.866  0.109
H13 -0.579 -0.526 0.150  0.120
H14 0.695 -0.702 2.924  0.120
H15 -0.072 0.799 2.464  0.062
H16 -1.784 -1.460 1.783  0.061
H17 -1.277 -1.732 3.456  0.068
H18 -6.279 -0.015 3.629  0.088
H19 -8.639 0.552 3.887  0.106
H20 -9.777 1.859 2.211  0.099
H21 -8.526 2.636 0.204  0.106
H22 -6.217 2.039 -0.130  0.118
H23 -5.300 -1.545 -0.091  0.086
H24 -4.558 -1.828 -2.436  0.107
H25 -3.210 -0.139 -3.565  0.107
H26 -2.617 1.961 -2.301  0.083
H27 -3.357 2.221 -0.022  0.098
C23 2.016 5.171 -3.770  -0.173
C24 3.214 5.281 -4.684  -0.159
O5 2.653 5.430 -5.997  -0.192
S3 1.270 6.236 -5.894  0.595
O6 1.514 7.603 -6.189  -0.230
O7 0.270 5.493 -6.571  -0.222
O8 1.056 6.094 -4.315  -0.189
H28 1.585 4.171 -3.797  0.083
H29 2.251 5.433 -2.742  0.135
H30 3.854 4.404 -4.638  0.139
H31 3.805 6.173 -4.464  0.132
C25 1.631 -5.921 1.592  -0.185
C26 1.739 -4.442 1.887  -0.155
O9 0.375 -4.002 1.991  -0.209
S4 -0.531 -5.178 2.593  0.587
O10 -0.687 -4.958 3.986  -0.229
O11 -1.638 -5.375 1.729  -0.225
O12 0.516 -6.376 2.389  -0.190
H32 1.396 -6.102 0.542  0.129
H33 2.533 -6.463 1.859  0.122
H34 2.259 -3.894 1.107  0.122
H35 2.229 -4.261 2.846  0.142
C27 5.657 -4.593 -2.582  -0.157
C28 5.773 -6.087 -2.358  -0.170
O13 5.868 -6.229 -0.936  -0.189
S5 5.010 -5.062 -0.231  0.619
O14 3.734 -5.589 0.115  -0.234
O15 5.841 -4.415 0.710  -0.196
O16 4.834 -4.129 -1.512  -0.182
H36 6.628 -4.100 -2.506  0.138
H37 5.202 -4.349 -3.539  0.139
H38 6.645 -6.517 -2.843  0.132
H39 4.874 -6.610 -2.694  0.131



Entry 2:
The following is a DFT calculation (wB97M-V/def2-TZVPD) of 2 unconnected molecules or ions with the total composition C9H8N4O.

Properties
orbital gap	9.657	eV
electronic energy	-641.7415	a.u.
HOMO energy	-0.348	Ha
SMILES	O=CN1[C@]23C=C[C@@]12C=C3.c1nnc[nH]1
ΔE to the lowest compared entry with this formula, charge and spin	172.2	kcal per mole

Each line ends with the natural charge from an NBO analysis.
CARTESIAN COORDINATES (ANGSTROEM)
C1 2.428 -0.251 -0.868  0.139
C2 2.829 0.585 1.093  0.142
C3 -1.614 -1.042 1.393  -0.160
C4 -0.359 -1.041 0.983  -0.188
C5 -2.659 -0.958 -0.997  -0.192
C6 -2.213 -0.197 0.219  0.033
C7 -1.170 2.227 0.004  0.560
C8 -1.439 -1.128 -1.485  -0.180
C9 -0.740 -0.396 -0.354  0.102
N1 3.092 -1.110 -0.199  -0.300
N2 3.310 -0.611 1.027  -0.298
N3 2.094 0.822 -0.067  -0.563
N4 -1.355 0.898 -0.119  -0.414
O1 -0.148 2.641 -0.424  -0.611
H1 2.211 -0.433 -1.919  0.211
H2 2.676 1.198 1.988  0.211
H3 -2.118 -1.252 2.415  0.221
H4 0.445 -1.462 1.435  0.229
H5 -3.682 -1.194 -1.554  0.230
H6 -2.146 2.765 0.305  0.146
H7 1.461 1.487 -0.403  0.450
H8 -0.899 -1.550 -2.473  0.232



Entry 3:
The following is a DFT calculation (wB97M-V/def2-TZVPD) of a molecular structure, C18H19F3N6ORuS2Se.

Properties
orbital gap (spin up / spin down)	5.898 / 5.708	eV
electronic energy	-4693.5272	a.u.
HOMO energy (spin up / spin down)	-0.140 / -0.138	Ha
total charge	-1
expectation value of S²	0.76
2S+1	2
ΔE to the lowest compared entry with this formula, charge and spin	11.8	kcal per mole

Each line ends with the natural charge from an NBO analysis.
CARTESIAN COORDINATES (ANGSTROEM)
Ru1 -0.625 -0.057 0.370  0.743
N1 -2.338 2.547 3.439  -0.801
C1 -1.750 1.591 2.650  0.267
S1 -2.256 1.495 1.011  -0.035
N2 -0.853 0.839 3.236  -0.434
N3 -0.298 -0.056 2.363  -0.157
C2 0.421 -0.997 2.862  0.028
C3 0.815 -2.057 1.953  0.165
C4 1.571 -3.155 2.344  -0.221
C5 1.800 -4.163 1.428  -0.147
C6 1.261 -4.056 0.155  -0.252
C7 0.538 -2.927 -0.168  0.128
N4 0.327 -1.945 0.705  -0.414
H1 -3.229 2.890 3.125  0.391
H2 -2.245 2.396 4.430  0.390
H3 0.627 -1.029 3.924  0.202
H4 1.966 -3.201 3.350  0.220
H5 2.393 -5.025 1.703  0.215
H6 1.411 -4.826 -0.588  0.222
H7 0.116 -2.785 -1.153  0.219
F1 -3.377 -3.636 -2.654  -0.322
C8 -3.669 -2.428 -3.170  0.986
F2 -4.796 -2.007 -2.569  -0.320
F3 -3.987 -2.638 -4.469  -0.338
C9 -2.540 -1.455 -3.029  -0.249
C10 -1.947 -0.893 -4.145  -0.113
C11 -0.904 0.016 -4.006  -0.305
C12 -0.474 0.333 -2.731  0.103
N5 -1.041 -0.225 -1.666  -0.463
C13 -2.062 -1.094 -1.757  0.100
S2 -2.565 -1.590 -0.187  -0.113
H8 -2.304 -1.167 -5.128  0.225
H9 -0.428 0.463 -4.866  0.223
H10 0.312 1.044 -2.512  0.254
Se1 2.606 -0.543 -1.041  -0.451
C14 4.150 -0.593 -0.061  0.049
N6 5.106 -0.620 0.601  -0.540
C15 2.201 2.973 -0.654  -0.621
C16 1.088 2.607 0.333  0.254
C17 0.130 3.803 0.402  -0.626
C18 1.709 2.347 1.703  -0.648
O1 0.425 1.463 -0.189  -0.686
H11 2.691 3.897 -0.335  0.188
H12 1.778 3.125 -1.650  0.193
H13 2.940 2.180 -0.718  0.247
H14 0.662 4.681 0.777  0.194
H15 -0.715 3.604 1.054  0.213
H16 -0.257 4.026 -0.596  0.200
H17 2.384 3.162 1.973  0.200
H18 2.283 1.418 1.672  0.232
H19 0.949 2.268 2.479  0.205



Entry 4:
The following is a DFT calculation (wB97M-V/def2-TZVPD) of C2H4N2OS2 in the gas phase.

Properties
orbital gap	8.395	eV
electronic energy	-1059.6671	a.u.
HOMO energy	-0.308	Ha
SMILES	NC(=S)SNC=O
ΔE to the lowest compared entry with this formula, charge and spin	47.8	kcal per mole

Each line ends with the natural charge from an NBO analysis.
CARTESIAN COORDINATES (ANGSTROEM)
C1 1.529 0.101 -0.067  -0.082
C2 -1.670 0.126 0.001  0.522
H1 1.453 -1.905 0.230  0.438
H2 -0.091 -1.019 -0.522  0.430
H3 -0.854 1.902 0.830  0.444
H4 -2.564 0.081 0.817  0.154
N1 0.839 -1.031 0.000  -0.819
N2 -0.738 1.040 0.180  -0.812
O1 -1.771 -0.875 -0.758  -0.619
S1 3.197 -0.021 -0.224  -0.191
S2 0.670 1.602 -0.487  0.535



Entry 5:
The following is a DFT calculation (wB97M-V/def2-TZVPD) of 6 unconnected molecules or ions with the total composition C14H29NO25S6.

Properties
orbital gap	9.457	eV
electronic energy	-4875.4489	a.u.
HOMO energy	-0.332	Ha
ΔE to the lowest compared entry with this formula, charge and spin	28.3	kcal per mole

Each line ends with the Löwdin charge.
CARTESIAN COORDINATES (ANGSTROEM)
C1 0.926 1.103 1.966  -0.037
N1 1.051 0.032 0.945  -0.131
C2 2.342 0.099 0.253  -0.081
C3 0.871 -1.215 1.566  -0.424
O1 1.792 -1.950 1.876  0.092
C4 -0.560 -1.696 1.798  -0.140
O2 -1.453 -0.630 2.115  -0.328
S1 -2.839 -0.677 1.246  0.994
O3 -2.526 -0.668 -0.160  -0.381
O4 -3.257 0.885 1.632  -0.303
O5 -4.385 1.129 0.814  -0.121
H1 1.309 0.753 2.934  0.091
H2 -0.124 1.353 2.117  0.074
H3 1.456 1.997 1.647  0.092
H4 2.378 0.920 -0.463  0.095
H5 3.198 0.194 0.930  0.094
H6 2.484 -0.826 -0.291  0.060
H7 -0.526 -2.399 2.630  0.111
H8 -0.841 -2.210 0.872  0.128
H9 -4.029 1.314 -0.075  0.081
C5 3.678 -3.689 -3.393  -0.158
C6 5.155 -3.644 -3.062  -0.159
O6 5.495 -2.255 -3.166  -0.184
S2 4.248 -1.358 -2.719  0.598
O7 4.403 -0.970 -1.364  -0.225
O8 3.999 -0.403 -3.738  -0.213
O9 3.142 -2.510 -2.782  -0.182
H10 3.505 -3.629 -4.469  0.134
H11 3.183 -4.571 -2.995  0.136
H12 5.760 -4.230 -3.748  0.135
H13 5.347 -3.970 -2.037  0.135
C7 2.033 -2.254 5.664  -0.151
C8 1.389 -3.319 4.806  -0.166
O10 1.266 -4.451 5.683  -0.185
S3 1.009 -3.952 7.178  0.594
O11 -0.382 -3.991 7.457  -0.221
O12 1.950 -4.586 8.029  -0.220
O13 1.430 -2.426 6.956  -0.188
H14 3.108 -2.413 5.760  0.136
H15 1.848 -1.249 5.295  0.131
H16 1.984 -3.574 3.935  0.127
H17 0.387 -3.025 4.489  0.116
C9 -4.763 1.635 -4.784  -0.162
C10 -3.447 2.376 -4.662  -0.164
O14 -2.879 1.885 -3.443  -0.182
S4 -3.294 0.352 -3.229  0.617
O15 -2.249 -0.489 -3.686  -0.203
O16 -3.837 0.221 -1.928  -0.239
O17 -4.472 0.314 -4.315  -0.182
H18 -5.530 2.069 -4.138  0.134
H19 -5.129 1.594 -5.806  0.134
H20 -3.572 3.454 -4.608  0.134
H21 -2.770 2.128 -5.483  0.133
C11 -9.691 1.885 1.620  -0.164
C12 -9.471 3.038 0.663  -0.168
O18 -8.049 3.188 0.613  -0.188
S5 -7.343 1.755 0.784  0.609
O19 -7.023 1.246 -0.503  -0.214
O20 -6.370 1.852 1.803  -0.209
O21 -8.631 0.969 1.323  -0.183
H22 -9.592 2.202 2.660  0.134
H23 -10.652 1.399 1.478  0.134
H24 -9.932 3.962 1.000  0.134
H25 -9.829 2.797 -0.341  0.132
C13 7.526 3.644 -2.179  -0.163
C14 7.059 2.490 -3.044  -0.160
O22 6.987 1.381 -2.140  -0.190
S6 6.564 1.895 -0.686  0.596
O23 5.167 1.733 -0.516  -0.218
O24 7.498 1.392 0.254  -0.211
O25 6.845 3.453 -0.933  -0.186
H26 8.601 3.598 -1.996  0.133
H27 7.269 4.613 -2.598  0.134
H28 7.745 2.264 -3.856  0.135
H29 6.061 2.668 -3.450  0.136



Entry 6:
The following is a DFT calculation (wB97M-V/def2-TZVPD) of a molecular structure, C26H19BrN6O3STi.

Properties
orbital gap (spin up / spin down)	4.927 / 7.349	eV
electronic energy	-5378.2365	a.u.
HOMO energy (spin up / spin down)	-0.186 / -0.275	Ha
expectation value of S²	2.06
2S+1	3
ΔE to the lowest compared entry with this formula, charge and spin	5.5	kcal per mole

Each line ends with the natural charge from an NBO analysis.
CARTESIAN COORDINATES (ANGSTROEM)
Ti1 0.392 0.030 -0.416  1.579
Br1 -2.900 2.375 5.952  0.026
C1 -1.956 2.066 4.331  -0.103
C2 -1.365 3.138 3.676  -0.244
C3 -0.678 2.899 2.494  -0.274
C4 -0.579 1.619 1.965  0.393
O1 0.103 1.419 0.837  -0.775
C5 -1.182 0.520 2.633  -0.171
C6 -1.114 -0.816 2.168  0.022
N1 -0.472 -1.249 1.052  -0.624
C7 -0.503 -2.579 0.724  0.134
C8 -1.250 -3.584 1.345  -0.288
C9 -1.155 -4.918 0.934  -0.163
C10 -0.343 -5.313 -0.097  -0.272
C11 0.403 -4.331 -0.788  -0.088
C12 1.247 -4.621 -1.878  -0.120
C13 1.922 -3.616 -2.524  -0.274
C14 1.747 -2.302 -2.087  0.057
N2 0.968 -1.999 -1.061  -0.519
C15 0.306 -2.976 -0.392  0.221
C16 -1.875 0.787 3.835  -0.208
H1 -1.441 4.137 4.080  0.223
H2 -0.212 3.712 1.953  0.221
H3 -1.603 -1.549 2.798  0.174
H4 -1.916 -3.345 2.160  0.213
H5 -1.751 -5.658 1.456  0.213
H6 -0.272 -6.349 -0.401  0.211
H7 1.350 -5.651 -2.200  0.216
H8 2.574 -3.818 -3.362  0.225
H9 2.231 -1.470 -2.583  0.212
H10 -2.345 -0.029 4.368  0.217
N3 -1.803 0.122 -8.222  -0.786
C17 -1.546 0.420 -6.907  0.207
C18 -1.641 -0.570 -5.920  -0.280
C19 -1.354 -0.276 -4.604  -0.148
C20 -0.966 1.011 -4.254  -0.342
C21 -0.868 2.005 -5.218  -0.147
C22 -1.153 1.713 -6.535  -0.280
S1 -0.571 1.399 -2.598  2.312
O2 -0.790 2.791 -2.360  -0.893
O3 -1.300 0.415 -1.757  -0.941
N4 0.932 0.894 -2.338  -0.975
C23 1.972 1.586 -1.773  0.571
N5 2.452 0.879 -0.723  -0.527
C24 3.488 1.378 -0.058  0.123
C25 4.068 2.569 -0.450  -0.334
C26 3.492 3.219 -1.534  0.118
N6 2.449 2.743 -2.206  -0.450
H11 -2.302 -0.725 -8.428  0.389
H12 -1.959 0.881 -8.860  0.389
H13 -1.948 -1.572 -6.193  0.215
H14 -1.441 -1.038 -3.841  0.239
H15 -0.577 3.007 -4.930  0.243
H16 -1.078 2.487 -7.288  0.215
H17 3.838 0.812 0.797  0.214
H18 4.915 2.985 0.072  0.235
H19 3.886 4.169 -1.878  0.204



Question: The highest electronic energy belongs to which entry?
Answer: C9H8N4O